(1)
Below is a structure of composition C13H26HfNO4P2 at a distorted geometry, with properties calculated with ωB97M-V/def2-TZVPD.

```
! RIJCOSX wB97M-V def2-TZVPD def2/J DEFGRID3
* xyz 3 1
Hf -0.5919 0.4926 0.2108
P 0.2415 2.1583 -1.4856
C 1.0648 0.9399 -2.6073
C 1.7051 -0.1757 -1.8092
N 1.2308 -0.5150 -0.5700
C 1.8519 -1.5278 0.1192
C 2.8886 -2.2398 -0.4630
C 3.3464 -1.9369 -1.7394
C 2.7358 -0.8821 -2.3980
C 1.3181 -2.0006 1.4597
P -0.4543 -1.5371 1.7019
H 3.0475 -0.5803 -3.3961
H 3.2745 -3.1060 0.0752
H 4.1533 -2.5072 -2.2038
H 1.3781 -3.1093 1.4812
H 1.9360 -1.6123 2.2995
H 0.3273 0.5200 -3.3359
H 1.8465 1.4794 -3.1806
H -3.7659 -1.8159 -2.5048
O -3.0685 -1.7760 -3.1907
H -3.3600 -2.4408 -3.8646
H -4.5801 -1.7931 1.1120
O -4.9518 -2.4978 0.5334
H -5.7716 -2.7842 0.9806
C -1.3095 -3.0501 1.1303
H -0.9915 -3.9380 1.6861
H -2.3903 -2.9085 1.2494
H -1.1334 -3.2232 0.0598
C -0.5983 -1.5700 3.5160
H -1.6501 -1.3576 3.7466
H -0.3179 -2.5423 3.9348
H 0.0265 -0.7797 3.9533
C 1.6109 3.3029 -1.1302
H 2.0104 3.7304 -2.0569
H 1.2024 4.0955 -0.4922
H 2.4189 2.8044 -0.5826
C -0.8264 3.0860 -2.6269
H -1.3358 3.8379 -2.0091
H -0.2465 3.5770 -3.4169
H -1.5820 2.4201 -3.0679
C -0.4084 3.7525 2.9659
O -0.4789 2.8594 1.8186
C 0.2572 1.7275 1.8245
O 1.1742 1.4546 2.5836
H 0.4067 3.5199 3.6474
H -1.3642 3.6987 3.4830
H -0.2760 4.7499 2.5586
*
```

As for the LUMO energy: -0.4569 Ha. As for the molecular weight: 500.8 g mol⁻¹. Its HOMO energy is -0.6947 Ha. Its energy is -43438.3446 eV. The frontier orbital gap comes out at 0.2378 Ha.

---

(2)
Below is a structure of composition C16H41MnO18S5 at a distorted geometry, with properties calculated with ωB97M-V/def2-TZVPD.

```
! RIJCOSX wB97M-V def2-TZVPD def2/J DEFGRID3
* xyz 1 6
Mn -8.6284 16.1627 -32.3717
O -8.2927 14.8148 -36.1022
C -8.6205 15.3526 -34.9076
O -8.8155 14.6911 -33.9051
O -8.4026 16.4781 -34.5945
H -8.3549 13.8729 -35.9277
O -7.6621 14.3808 -31.4394
S -7.1076 13.2249 -30.7352
O -5.7195 12.8243 -30.8680
O -7.5083 13.3733 -29.1043
C -6.9996 12.4593 -28.1556
C -7.6759 12.6623 -26.7853
C -8.2128 11.7744 -31.1186
H -5.9114 12.4561 -28.0929
H -7.2179 11.4258 -28.4247
H -7.4120 11.9301 -26.0222
H -8.7436 12.4442 -26.7618
H -7.5321 13.6765 -26.4127
H -9.2639 12.0499 -31.0331
H -8.1695 11.0450 -30.3097
H -7.9605 11.3332 -32.0828
O -8.3100 16.8332 -30.3527
S -7.4391 17.0871 -29.2248
O -7.8092 16.8767 -27.8236
O -5.9846 16.3267 -29.5282
C -4.9335 16.6078 -28.6463
C -4.2433 15.3318 -28.1231
C -6.8541 18.7772 -29.4795
H -5.2412 17.1619 -27.7595
H -4.3280 17.2959 -29.2363
H -3.3915 15.5550 -27.4808
H -3.9497 14.5719 -28.8472
H -5.0448 14.9311 -27.5025
H -6.0125 18.9253 -28.8028
H -7.7472 19.3595 -29.2527
H -6.5660 18.9513 -30.5162
O -6.5497 16.5517 -32.3651
S -5.2690 16.0296 -32.8392
O -4.1184 16.0135 -31.9463
O -5.5025 14.4884 -33.4234
C -4.3477 13.7771 -33.8150
C -4.7809 12.3522 -34.1960
C -4.8414 16.7588 -34.4700
H -3.8196 13.6876 -32.8657
H -3.7253 14.1930 -34.6073
H -5.4366 11.9024 -33.4504
H -3.9229 11.6812 -34.2355
H -5.1335 12.3433 -35.2273
H -5.6678 16.4943 -35.1298
H -3.8763 16.4690 -34.8855
H -4.8912 17.8475 -34.4506
O -8.6469 18.4103 -32.6132
S -8.1284 19.7058 -32.9414
O -7.7039 20.6086 -31.8679
O -6.7898 19.4431 -33.9334
C -5.8780 20.5315 -34.1847
C -5.3400 20.6672 -35.6933
C -9.2699 20.4540 -34.2294
H -4.9570 20.6093 -33.6069
H -6.4183 21.4184 -33.8536
H -6.1344 20.3330 -36.3606
H -4.3856 20.1562 -35.8200
H -5.1405 21.7252 -35.8638
H -9.5055 19.8211 -35.0849
H -8.7980 21.3426 -34.6486
H -10.1691 20.8391 -33.7485
O -10.5337 15.8281 -31.7651
S -11.7278 15.4094 -31.0194
O -12.8294 14.6833 -31.6352
O -11.2404 14.6024 -29.6694
C -12.2437 13.9121 -28.8921
C -11.3611 13.1500 -27.8598
C -12.3015 16.9819 -30.2509
H -12.7651 13.2082 -29.5407
H -13.0259 14.5597 -28.4960
H -11.8495 12.6305 -27.0353
H -10.6671 13.8714 -27.4286
H -10.7897 12.3940 -28.3984
H -13.3516 16.7897 -30.0308
H -12.1278 17.6939 -31.0578
H -11.6745 17.1010 -29.3672
*
```

As for the LUMO energy (alpha / beta): -0.0674 / -0.0674 Ha. As for the molecular weight: 736.8 g mol⁻¹. Its HOMO energy (alpha / beta) is -0.3928 / -0.4090 Ha. Its energy is -139600.4295 eV. The frontier orbital gap (alpha / beta) comes out at 0.3255 / 0.3416 Ha.

---

(3)
Below is a cluster of 28 separate species, C46H118F18O34 in total at a distorted geometry, with properties calculated with ωB97M-V/def2-TZVPD.

```
! RIJCOSX wB97M-V def2-TZVPD def2/J DEFGRID3
* xyz 0 1
C -1.7952 4.6379 5.6559
O -0.4805 4.1183 5.6047
H -2.4840 4.0225 5.1123
H -2.0284 4.7534 6.7109
H -1.6973 5.6300 5.1675
H -0.5151 3.2178 5.9684
C -3.6276 1.4568 -1.6823
O -2.5764 0.5965 -1.2534
H -3.3421 1.6791 -2.6978
H -4.6012 0.9834 -1.6449
H -3.6579 2.4090 -1.1843
H -2.7366 0.2275 -0.3878
C -3.0945 -2.5872 -1.4100
O -2.2986 -3.0993 -2.4505
H -4.1511 -2.4331 -1.5482
H -3.0642 -3.2801 -0.5404
H -2.6508 -1.6926 -1.0457
H -2.2673 -4.1050 -2.3818
C -0.6757 2.5636 -3.0121
O -1.2721 3.8499 -2.9954
H -1.2914 1.8234 -3.5684
H 0.3965 2.5501 -3.3496
H -0.7989 2.1881 -2.0221
H -1.4119 4.0788 -3.9087
C 3.8725 -2.5735 6.3061
O 5.2012 -3.0404 6.2076
H 3.7571 -1.6356 5.8358
H 3.3540 -3.3946 5.7468
H 3.5137 -2.4742 7.3169
H 5.7526 -2.2665 6.3077
C -3.0285 -2.9067 -5.3821
O -2.0949 -2.0168 -4.8283
H -4.0762 -3.0094 -4.8148
H -3.2254 -2.5016 -6.3575
H -2.6668 -3.9656 -5.2396
H -2.0873 -2.0959 -3.8565
C -6.1818 -2.2075 1.2851
O -6.1060 -0.8026 0.8608
H -5.5504 -2.7505 0.4782
H -5.8013 -2.3646 2.2712
H -7.1606 -2.6572 1.0792
H -6.7869 -0.3403 1.3559
C 2.4786 2.8409 4.0089
O 2.1889 4.1310 4.5447
H 3.4947 2.8958 3.6008
H 2.4416 2.1648 4.8475
H 1.7221 2.7036 3.2206
H 1.3090 4.1755 4.9349
C 5.5493 -6.0536 4.6516
O 4.9030 -4.9458 4.1361
H 5.0165 -6.9047 4.1752
H 6.6158 -6.1218 4.3938
H 5.4266 -6.1316 5.7309
H 5.1199 -4.1715 4.6969
C -1.5977 -2.0057 3.6596
O -0.4645 -1.1109 3.5967
H -1.6068 -2.6421 2.7439
H -1.5363 -2.6600 4.5281
H -2.5616 -1.4118 3.7827
H -0.5966 -0.6769 2.7182
C -1.7452 1.7647 1.6849
O -2.3678 0.4307 1.7325
H -1.2539 1.8317 0.7303
H -2.5876 2.4800 1.7845
H -0.9495 1.8749 2.4491
H -3.0299 0.4483 2.3988
C -3.0071 3.7224 -6.3518
O -1.6380 3.4113 -5.9986
H -3.6233 3.8808 -5.4696
H -3.0658 4.6678 -6.9566
H -3.4839 2.8611 -6.8927
H -1.6443 2.4805 -6.0548
C 6.4165 -0.3336 4.5466
O 6.9883 -0.8136 5.7220
H 5.9290 -1.1036 3.9914
H 5.7018 0.4233 4.8835
H 7.2139 0.1149 3.9542
H 7.8661 -1.2682 5.7041
C 0.4405 -5.2971 2.5530
O 0.5164 -6.6824 2.9627
H 1.4106 -4.8586 2.2815
H -0.2773 -5.1237 1.7414
H 0.0600 -4.7930 3.4785
H 1.2882 -7.0069 2.5063
C -2.1930 -6.2374 -3.7910
O -1.6820 -5.6694 -2.5891
H -1.7339 -5.7691 -4.6018
H -2.0163 -7.3473 -3.8704
H -3.2396 -6.0368 -3.9580
H -1.3831 -6.2926 -1.8985
C -0.2864 0.5050 6.8031
O 0.1734 1.8656 6.6513
H -1.0439 0.4732 7.6906
H -0.7477 0.1198 5.8741
H 0.5906 -0.1108 6.9253
H 0.9470 2.0977 7.1652
C 1.2401 7.4161 5.2251
O 2.4842 7.5406 4.5752
H 1.2632 7.6060 6.3333
H 0.6578 8.2192 4.6678
H 0.6243 6.5218 5.0398
H 2.7875 6.6056 4.4384
C 3.3466 -5.9140 0.6065
O 2.2161 -6.3741 -0.2339
H 4.2249 -5.9117 0.0026
H 3.1789 -4.8929 0.8548
H 3.3569 -6.4727 1.5590
H 2.3244 -5.8606 -1.0799
C 2.7966 4.1513 8.4234
O 2.5145 3.1447 7.4389
H 3.6412 3.7738 8.9770
H 2.9945 5.1075 7.9419
H 1.8634 4.2384 8.9302
H 2.7353 3.5090 6.5674
C -0.0096 -0.0732 -5.4406
O -1.3575 0.3769 -5.6618
H -0.0734 -1.1486 -5.2590
H 0.5937 0.1377 -6.3220
H 0.4243 0.4702 -4.6065
H -1.8789 -0.3992 -5.3970
C 6.5224 -3.2695 -0.1823
O 6.9255 -2.8576 -1.4305
H 7.2039 -4.0245 0.1723
H 6.4553 -2.4737 0.5691
H 5.5143 -3.8026 -0.2077
H 6.3380 -2.1708 -1.7791
C -1.0290 -7.9730 0.2198
O -0.7153 -6.5965 -0.1701
H -0.2554 -8.5568 -0.0910
H -0.9543 -8.1115 1.3151
H -2.0242 -8.2373 -0.2300
H 0.2740 -6.5380 -0.1686
C 0.3059 -1.1424 -1.7185
C 1.6327 -0.4196 -1.4293
O 2.2624 -0.9898 -0.1375
C 1.7304 -0.5731 0.9729
O 0.6698 -0.0450 1.0723
C 2.5059 -1.2047 2.1753
F 3.8798 -1.1773 2.0282
F 2.2114 -0.4378 3.2088
F 2.1037 -2.4773 2.3890
H -0.4621 -0.7717 -1.0337
H 0.4608 -2.2497 -1.6433
H 0.1076 -1.0620 -2.8462
H 1.5420 0.6597 -1.3261
H 2.4303 -0.5626 -2.1591
C -3.8080 6.3382 -0.6452
C -3.2325 7.2017 0.4223
O -4.1108 7.4551 1.5446
C -4.5017 6.4752 2.2596
O -3.9265 5.3935 2.2607
C -5.8499 6.7749 2.9981
F -6.9252 6.2093 2.4037
F -5.7505 6.3077 4.2310
F -6.0496 8.1253 2.9731
H -4.5781 6.8585 -1.2421
H -4.1696 5.3780 -0.2425
H -3.0167 6.0872 -1.4224
H -2.9348 8.1714 0.0827
H -2.3507 6.7762 0.9168
C -6.0563 -0.5268 -3.9868
C -6.5683 -1.4446 -2.9519
O -7.9610 -1.0431 -2.8259
C -8.6290 -1.4853 -1.7746
O -8.2664 -2.3658 -1.0734
C -10.1037 -0.9842 -1.7851
F -10.3093 -0.0889 -2.7229
F -10.9112 -2.0726 -2.1279
F -10.5020 -0.5821 -0.5395
H -5.0378 -0.7076 -4.3553
H -6.2304 0.5145 -3.6749
H -6.7049 -0.7050 -4.8725
H -5.9923 -1.3410 -1.9961
H -6.5404 -2.4978 -3.2675
C 1.2082 -3.3108 -6.9439
C 1.4185 -4.3890 -5.9071
O 2.6921 -4.3044 -5.2820
C 2.8526 -3.3219 -4.4285
O 2.1049 -2.3450 -4.2220
C 4.1116 -3.4762 -3.5986
F 4.0709 -4.6729 -2.9731
F 5.2347 -3.4339 -4.3210
F 4.1088 -2.5142 -2.6724
H 2.0257 -3.3890 -7.7172
H 1.1669 -2.3883 -6.5241
H 0.1607 -3.4589 -7.3943
H 1.4028 -5.4289 -6.2605
H 0.6704 -4.4050 -5.1275
C 0.7630 4.3708 -0.1063
C 2.0412 4.9320 -0.5702
O 3.1140 4.0027 -0.1534
C 3.4512 3.1063 -1.0332
O 2.9314 2.8847 -2.1229
C 4.5684 2.1649 -0.5018
F 4.0512 1.5709 0.5890
F 4.8901 1.2163 -1.3617
F 5.6364 2.8467 -0.1276
H 0.3886 3.5183 -0.7166
H -0.0901 5.0586 -0.0417
H 0.8249 3.9914 0.9645
H 2.2899 5.8758 -0.0524
H 2.0130 5.0108 -1.6498
C 1.8395 4.6892 -4.5970
C 2.3237 3.6983 -5.6602
O 3.6402 3.1055 -5.2884
C 3.5717 1.9404 -4.6438
O 2.5466 1.3677 -4.5069
C 4.9754 1.4140 -4.3806
F 5.5504 1.1718 -5.4905
F 5.8140 2.2755 -3.7230
F 4.8598 0.3298 -3.6246
H 0.8801 5.2209 -4.8011
H 2.5491 5.4830 -4.3641
H 1.6703 4.1679 -3.6364
H 2.4944 4.2054 -6.5758
H 1.6080 2.9203 -5.6501
*
```

As for the LUMO energy: 0.0101 Ha. As for the molecular weight: 1557.4 g mol⁻¹. Its HOMO energy is -0.3578 Ha. Its energy is -168136.0397 eV. The frontier orbital gap comes out at 0.3679 Ha.

---

(4)
Below is a structure of composition C2H6N3S at a distorted geometry, with properties calculated with ωB97M-V/def2-TZVPD.

```
! RIJCOSX wB97M-V def2-TZVPD def2/J DEFGRID3
* xyz 1 1
C 1.1919 0.1247 0.1757
C -2.4447 -0.3332 -0.2030
N 0.7975 1.3870 -0.0836
N 0.1584 -0.7069 0.2805
N 2.3600 -0.4545 0.2821
S -1.2521 0.7181 0.6228
H -2.2661 -1.2662 0.2869
H -2.1361 -0.5766 -1.2159
H -3.5151 0.0926 -0.2755
H 1.3876 2.1788 -0.2860
H 3.1120 0.3127 0.3851
H 2.6068 -1.4763 0.0307
*
```

As for the LUMO energy (alpha / beta): -0.2574 / -0.2575 Ha. As for the molecular weight: 104.2 g mol⁻¹. Its HOMO energy (alpha / beta) is -0.5560 / -0.5252 Ha. Its energy is -17464.9806 eV. The frontier orbital gap (alpha / beta) comes out at 0.2985 / 0.2677 Ha.

---

(5)
Below is a cluster of 7 separate species, C26H65N3O7 in total at a distorted geometry, with properties calculated with ωB97M-V/def2-TZVPD.

```
! RIJCOSX wB97M-V def2-TZVPD def2/J DEFGRID3
* xyz 1 2
C 3.5883 4.7728 -0.1375
O 3.1888 4.2007 -1.3216
H 2.6760 4.8872 0.4479
H 4.3207 4.1200 0.3376
H 4.1081 5.7236 -0.2550
H 2.3734 4.6464 -1.5626
C -2.3682 0.6611 -0.3352
O -1.8708 1.8220 -1.0875
H -2.9561 0.7830 0.5746
H -2.7906 -0.1257 -0.9602
H -1.4818 0.2301 0.1302
H -0.9749 2.0730 -0.8509
C -1.0968 4.0437 -3.7950
O -2.1992 4.0263 -4.6949
H -0.8744 3.0664 -3.3667
H -0.2321 4.3818 -4.3662
H -1.4011 4.8579 -3.1373
H -2.8753 4.0546 -4.0139
C 1.0028 2.0896 0.3865
O 0.7266 2.2543 -0.9916
H 1.2185 3.0710 0.8088
H 0.1956 1.4925 0.8110
H 1.8852 1.4729 0.5575
H 1.5898 2.1745 -1.4041
C 1.5621 -3.2336 3.0050
C 2.3457 -1.9570 3.3304
C 3.8829 -2.2197 3.4802
O 4.5288 -0.9522 3.6262
C 5.9630 -1.1439 3.8981
N 2.1002 -0.9527 2.3410
H 0.5550 -3.1705 2.5928
H 1.3983 -3.7451 3.9535
H 2.0697 -3.8839 2.2927
H 1.9966 -1.4565 4.2336
H 4.2230 -2.7120 2.5691
H 4.1632 -2.8920 4.2911
H 6.6401 -1.3199 3.0622
H 6.0662 -1.9474 4.6274
H 6.3563 -0.3064 4.4743
H 2.8642 -0.3442 2.5984
H 2.4481 -1.2184 1.4308
C 0.1462 -3.4499 -5.2334
C -0.4376 -2.4416 -6.1760
C -1.9758 -2.3409 -6.0305
C -2.4135 -1.5738 -4.7792
C -1.6508 -0.1829 -4.7178
C -0.1301 -0.1381 -5.0740
N 0.2618 -1.1668 -6.0648
O 1.5918 -1.2221 -6.2233
C 0.1684 1.2111 -5.8793
C 0.7690 -0.2310 -3.7317
C -0.2253 -2.9883 -7.6256
H 1.2058 -3.6774 -5.3499
H -0.4790 -4.3427 -5.2491
H -0.0358 -3.0525 -4.2349
H -2.4681 -1.9072 -6.9009
H -2.4465 -3.3222 -5.9715
H -2.1245 -2.2144 -3.9461
H -3.4860 -1.4744 -4.6117
H -1.8969 0.4004 -3.8306
H -2.2436 0.3829 -5.4365
H 1.2237 1.3593 -6.1083
H -0.4642 1.2491 -6.7661
H -0.1990 2.1110 -5.3861
H 0.1788 0.2187 -2.9333
H 0.8139 -1.2509 -3.3496
H 1.7454 0.2472 -3.8094
H -0.1061 -4.0669 -7.7281
H 0.7048 -2.6244 -8.0620
H -1.0597 -2.5778 -8.1943
H 1.8394 -0.6831 -6.9781
C -2.0512 -2.4494 3.7491
C -2.3164 -0.9449 4.1345
C -2.6669 -1.0687 5.7203
C -2.7282 0.2071 6.3735
C -1.3885 0.9964 6.2357
C -0.8421 1.0903 4.7879
N -1.0910 -0.1256 3.9841
O -0.5952 -0.0521 2.6941
C -1.5053 2.2418 4.0462
C 0.6512 1.2880 4.8980
C -3.6154 -0.5440 3.4108
H -2.9245 -3.0416 4.0230
H -1.2577 -2.8782 4.3611
H -1.7745 -2.5781 2.7027
H -3.6546 -1.4852 5.9176
H -1.8770 -1.5852 6.2657
H -2.9000 0.0837 7.4428
H -3.5429 0.8363 6.0149
H -0.5808 0.7582 6.9277
H -1.6778 2.0077 6.5216
H -1.1927 2.2486 3.0020
H -2.5904 2.1386 4.0368
H -1.1363 3.1719 4.4785
H 1.0646 0.3349 5.2281
H 1.1379 1.6612 3.9969
H 0.8232 2.0809 5.6259
H -3.7260 0.5186 3.6267
H -4.5014 -1.1617 3.5572
H -3.4239 -0.6809 2.3465
H 0.1612 -0.6433 2.6911
*
```

As for the LUMO energy (alpha / beta): -0.0902 / -0.2367 Ha. As for the molecular weight: 531.8 g mol⁻¹. Its HOMO energy (alpha / beta) is -0.3426 / -0.3426 Ha. Its energy is -46804.3016 eV. The frontier orbital gap (alpha / beta) comes out at 0.2524 / 0.1059 Ha.